# 1
This record from the Open Molecules 2025 dataset describes a cluster of 4 separate species, C17H26N7O6 in total at a distorted geometry. The level of theory is ωB97M-V with the def2-TZVPD basis set.

Computed properties:
LUMO energy in eV: -4.13
Charge: +1
Spin multiplicity: 1

Last column: Löwdin charge in e.
Atoms and positions in Å:
O (-4.521, 2.681, 3.897)  0.07
O (-2.079, -1.674, -5.958)  0.03
O (1.019, -3.623, -5.358)  0.10
O (-4.238, -1.933, -5.604)  0.08
O (0.589, -2.661, -3.424)  -0.01
O (-3.617, 2.676, 1.887)  0.03
N (1.632, -0.606, 6.726)  0.02
N (-3.049, -2.200, -5.399)  -0.41
N (-3.907, 2.146, 2.966)  -0.42
N (1.065, 1.910, 1.444)  0.08
N (0.860, -2.637, -4.630)  -0.39
N (0.489, -1.356, -0.698)  0.10
N (0.901, 0.622, 0.958)  -0.07
C (0.704, -1.980, 0.675)  0.07
C (2.201, 2.510, 0.949)  -0.19
C (3.530, 1.642, 0.426)  -0.04
C (0.604, 0.135, -0.472)  -0.08
C (-2.751, -3.251, -4.389)  0.04
C (-3.480, 0.735, 3.169)  0.04
C (1.007, -1.301, -5.268)  0.05
C (2.249, -1.574, 5.778)  -0.11
C (0.368, 1.107, -1.812)  -0.10
C (0.567, 0.413, 4.314)  -0.03
C (1.237, -0.695, 3.327)  -0.10
C (2.159, -1.725, 4.185)  -0.02
C (-1.290, 1.178, -1.988)  -0.12
C (0.970, -0.700, 1.709)  -0.04
C (-2.061, 1.082, -0.685)  -0.02
C (2.381, 4.170, 0.867)  -0.06
C (0.843, 0.342, 5.891)  -0.11
H (0.908, 0.697, -2.766)  0.09
H (0.666, -3.126, 0.955)  0.14
H (2.021, -1.237, -5.669)  0.11
H (-1.834, 1.316, -3.019)  0.11
H (3.301, 4.539, 1.532)  0.11
H (3.649, 0.761, 1.218)  0.10
H (-2.954, 0.393, 2.275)  0.07
H (-4.380, 0.139, 3.338)  0.11
H (4.485, 2.328, 0.387)  0.10
H (2.537, 4.532, -0.250)  0.10
H (-3.693, -3.625, -3.980)  0.10
H (0.296, -1.904, -1.569)  0.11
H (-2.410, 2.049, -0.114)  0.07
H (2.754, -2.579, 3.633)  0.10
H (-2.244, -0.009, -0.239)  0.08
H (-2.206, -4.050, -4.895)  0.11
H (0.841, -0.529, -4.514)  0.07
H (-2.146, -2.792, -3.604)  0.08
H (-2.819, 0.712, 4.038)  0.09
H (0.695, 2.220, -1.528)  0.13
H (3.323, 1.136, -0.635)  0.09
H (0.261, -1.231, -6.063)  0.09
H (-0.127, 1.254, 3.868)  0.09
H (2.950, -2.376, 6.321)  0.12
H (0.322, 1.207, 6.533)  0.12
H (1.424, 4.745, 1.266)  0.10

# 2
This record from the Open Molecules 2025 dataset describes the ion C17H26NO2S with charge +1. The level of theory is ωB97M-V with the def2-TZVPD basis set.

Computed properties:
LUMO energy in eV: -2.13
ΔE to the lowest compared entry with this formula, charge and spin in kJ/mol: 21.23
SMILES: CCOC(=O)[C@H]1CC[N@H+](CCCSc2ccccc2)CC1
Charge: +1
Spin multiplicity: 1

Last column: Löwdin charge in e.
Atoms and positions in Å:
S (0.649, 1.545, 1.197)  0.98
O (-0.401, -2.927, -0.125)  0.05
O (-0.273, -0.731, -0.554)  0.06
N (-2.281, 0.889, 0.024)  -0.14
C (2.110, 1.078, -1.120)  -0.11
C (-2.649, 0.113, 1.231)  -0.11
C (-3.044, -1.328, 0.875)  -0.09
C (-2.921, -0.865, -1.592)  -0.09
C (1.025, -3.045, 0.039)  -0.17
C (0.205, 3.113, 0.356)  -0.42
C (-1.057, 2.998, -0.497)  -0.21
C (4.164, -0.171, -1.108)  -0.08
C (3.191, 0.536, -1.794)  -0.07
C (-3.193, 0.556, -1.089)  -0.10
C (-0.909, -1.756, -0.379)  -0.44
C (-2.204, 2.348, 0.282)  -0.14
C (1.401, -2.886, 1.503)  -0.05
C (2.019, 0.921, 0.253)  -0.53
C (-2.433, -1.782, -0.457)  -0.18
C (2.993, 0.219, 0.949)  -0.13
C (4.061, -0.330, 0.265)  -0.08
H (-3.837, -1.267, -2.022)  0.13
H (-3.045, 1.272, -1.899)  0.14
H (0.879, -3.621, 2.110)  0.08
H (2.912, 0.115, 2.021)  0.10
H (-1.783, 0.128, 1.897)  0.12
H (-3.166, 2.794, 0.022)  0.14
H (3.266, 0.665, -2.863)  0.11
H (1.353, 1.613, -1.672)  0.10
H (-4.128, -1.412, 0.787)  0.13
H (4.820, -0.872, 0.808)  0.11
H (5.001, -0.593, -1.641)  0.11
H (-1.347, 4.002, -0.810)  0.12
H (-4.218, 0.656, -0.726)  0.15
H (2.471, -3.033, 1.614)  0.09
H (1.270, -4.042, -0.326)  0.13
H (-2.730, -2.815, -0.646)  0.16
H (-3.482, 0.612, 1.730)  0.14
H (-2.170, -0.844, -2.382)  0.13
H (-2.034, 2.501, 1.349)  0.13
H (-2.730, -1.996, 1.676)  0.13
H (-0.852, 2.421, -1.401)  0.11
H (1.149, -1.887, 1.853)  0.07
H (-1.317, 0.528, -0.247)  0.10
H (1.519, -2.285, -0.574)  0.12
H (0.046, 3.831, 1.160)  0.08
H (1.062, 3.430, -0.233)  0.09

# 3
This record from the Open Molecules 2025 dataset describes a structure of composition C17H27AsBr4N3O2Si3W at a distorted geometry. The level of theory is ωB97M-V with the def2-TZVPD basis set.

Computed properties:
LUMO energy (alpha / beta) in eV: -11.19 / -11.19
Charge: +3
Spin multiplicity: 1

Last column: Löwdin charge in e.
Atoms and positions in Å:
W (-0.977, -0.049, -1.484)  1.38
Br (-5.592, 0.798, 3.269)  0.85
Br (-3.158, -1.390, 2.569)  0.85
Br (-6.109, 3.324, 1.178)  0.86
Br (-4.070, 3.684, -1.448)  0.89
As (0.686, 0.870, -0.182)  0.75
Si (1.463, 0.512, -2.376)  0.22
Si (0.634, -3.136, 2.550)  0.95
Si (2.575, 2.521, 1.438)  0.70
O (-1.953, -0.825, -0.172)  -0.31
O (-2.215, 1.220, -1.717)  -0.24
N (-3.471, -2.616, -3.424)  0.22
N (-1.488, -1.436, -2.737)  -0.07
N (-5.646, -2.872, -4.560)  0.23
C (3.171, 1.193, -2.740)  -0.17
C (0.129, 1.236, -3.593)  -0.22
C (2.208, -2.152, 2.578)  -0.15
C (-0.056, -3.277, 0.823)  -0.17
C (2.244, 4.211, 0.736)  -0.17
C (-4.626, -2.752, -4.042)  -0.24
C (4.107, 1.539, 1.000)  -0.19
C (-4.780, 2.049, 0.824)  -0.71
C (-3.980, 2.191, -0.314)  -0.63
C (1.436, -1.394, -2.683)  -0.22
C (-4.578, 0.969, 1.700)  -0.71
C (-2.883, 0.108, 0.236)  -0.36
C (-0.218, -3.975, 3.947)  -0.14
C (-3.050, 1.211, -0.611)  -0.34
C (1.675, 2.050, 3.019)  -0.20
C (-2.530, -1.958, -3.123)  -0.20
C (-3.605, 0.014, 1.410)  -0.64
H (4.773, 2.120, 0.361)  0.05
H (-0.296, -2.286, 0.397)  -0.02
H (0.650, -3.778, 0.156)  0.06
H (0.894, 1.327, 2.776)  -0.01
H (-0.979, -3.860, 0.826)  0.06
H (2.702, 4.994, 1.347)  0.07
H (0.973, -1.991, -1.887)  -0.01
H (3.810, 0.632, 0.471)  0.01
H (0.945, -1.630, -3.626)  0.04
H (0.643, 1.599, -4.488)  0.08
H (4.677, 1.269, 1.890)  0.05
H (0.108, -3.597, 4.917)  0.06
H (2.340, 1.632, 3.775)  0.05
H (1.190, 2.921, 3.464)  0.05
H (1.170, 4.407, 0.711)  0.05
H (-0.006, -5.051, 3.929)  0.08
H (-1.302, -3.862, 3.884)  0.04
H (3.216, 2.272, -2.584)  0.04
H (2.028, -1.088, 2.401)  0.01
H (-0.578, 0.491, -3.981)  0.03
H (-0.404, 2.108, -3.198)  0.04
H (3.452, 0.986, -3.773)  0.06
H (2.871, -2.508, 1.785)  0.06
H (2.752, -2.267, 3.517)  0.06
H (2.641, 4.318, -0.275)  0.04
H (3.924, 0.739, -2.094)  0.04
H (2.462, -1.764, -2.771)  0.06

# 4
This record from the Open Molecules 2025 dataset describes a cluster of 2 separate species, C17H27Cl2FN2O2 in total at a distorted geometry. The level of theory is ωB97M-V with the def2-TZVPD basis set.

Computed properties:
LUMO energy in eV: 0.27
SMILES: CC(C)C[C@@]1(CCF)[C@H](N)C(=O)O[C@@H]1[C@H](Cl)[C@H](C)Cl.c1cc[nH]c1
Charge: 0
Spin multiplicity: 1

Last column: Löwdin charge in e.
Atoms and positions in Å:
Cl (-3.373, -2.108, -2.430)  0.54
Cl (-3.665, 2.012, -0.623)  0.63
F (-0.644, -2.028, -0.722)  -0.15
O (-1.354, 4.255, -3.145)  0.00
O (-1.455, 1.757, -3.291)  -0.09
N (2.791, -2.215, 3.686)  0.00
N (-0.735, 3.411, 0.004)  -0.01
C (2.217, 0.675, -1.055)  -0.36
C (2.743, -3.476, 4.220)  -0.14
C (1.616, -3.562, 5.007)  -0.11
C (-0.456, -1.232, 0.512)  -0.12
C (-4.381, -0.815, -0.043)  -0.18
C (1.714, -1.493, 4.130)  -0.16
C (3.030, -0.766, -0.805)  -0.10
C (-4.079, -0.574, -1.670)  -0.67
C (-0.684, 0.382, 0.344)  -0.11
C (-1.672, 0.639, -2.314)  -0.21
C (3.289, 1.601, -1.944)  -0.13
C (-1.082, 3.038, -2.665)  -0.20
C (0.865, 0.475, -1.962)  -0.13
C (-0.325, 2.614, -1.235)  -0.21
C (0.965, -2.307, 4.950)  -0.12
C (-0.534, 0.956, -1.182)  -0.25
C (-3.264, 0.810, -1.987)  -0.52
H (2.064, 1.259, -0.053)  0.12
H (-0.195, 3.080, 0.859)  0.08
H (-5.323, -0.133, 0.220)  0.08
H (-4.767, -1.932, 0.122)  0.09
H (4.177, -0.452, -0.744)  0.08
H (-0.328, 4.376, -0.173)  0.09
H (0.049, -2.026, 5.453)  0.09
H (1.573, -0.465, 3.824)  0.10
H (0.829, -0.653, -2.300)  0.12
H (2.833, -1.490, -1.725)  0.10
H (-1.284, -1.617, 1.281)  0.13
H (1.298, -4.435, 5.563)  0.09
H (0.180, 0.905, 0.982)  0.11
H (3.743, 1.019, -2.854)  0.09
H (0.580, -1.517, 1.023)  0.11
H (1.047, 1.097, -2.964)  0.14
H (-1.684, 0.653, 0.888)  0.09
H (3.510, -1.871, 3.062)  0.14
H (2.708, -1.219, 0.225)  0.05
H (-5.164, -0.435, -2.148)  0.12
H (3.511, -4.203, 3.993)  0.11
H (4.131, 2.034, -1.224)  0.09
H (-3.448, -0.599, 0.629)  0.05
H (2.714, 2.551, -2.380)  0.08
H (0.754, 3.024, -1.430)  0.14
H (-1.275, -0.269, -2.935)  0.15
H (-3.759, 1.268, -2.972)  0.14

# 5
This record from the Open Molecules 2025 dataset describes a structure of composition C17H27CoNO5P at a distorted geometry. The level of theory is ωB97M-V with the def2-TZVPD basis set.

Computed properties:
LUMO energy (alpha / beta) in eV: -0.89 / -0.89
Charge: 0
Spin multiplicity: 1

Last column: Löwdin charge in e.
Atoms and positions in Å:
Co (-0.933, 0.115, 1.228)  0.50
P (0.426, -0.686, -0.290)  1.15
O (1.195, 3.234, 2.406)  0.10
O (-4.286, 0.498, -0.813)  0.09
O (-0.866, -1.308, 2.281)  -0.33
O (0.531, 1.135, 1.946)  -0.11
O (-2.487, -0.362, 0.226)  -0.11
N (-1.549, 1.851, 0.814)  0.08
C (-1.085, 4.146, 0.680)  0.03
C (2.657, 1.026, -0.632)  -0.09
C (-0.374, -1.793, -1.525)  -0.49
C (0.429, 2.432, 1.921)  -0.56
C (2.370, -1.264, 1.756)  -0.10
C (-2.616, 1.958, 0.039)  -0.14
C (2.543, -2.532, -0.417)  -0.09
C (-2.984, 3.187, -0.473)  0.04
C (0.524, 1.720, -1.717)  -0.09
C (-1.217, -1.070, -2.579)  -0.09
C (-1.191, -2.896, -0.839)  -0.09
C (1.593, -1.834, 0.565)  -0.49
C (-0.478, -2.345, 3.108)  -0.20
C (1.379, 0.517, -1.306)  -0.48
C (-0.783, 2.880, 1.140)  -0.16
C (-3.234, 0.604, -0.222)  -0.56
C (-2.202, 4.289, -0.139)  -0.01
H (-2.016, -2.470, -0.275)  0.07
H (0.456, 2.421, -0.890)  0.06
H (-0.673, -3.332, 2.665)  0.08
H (-1.605, -3.554, -1.605)  0.09
H (-2.040, -0.520, -2.131)  0.06
H (2.022, -3.171, -1.128)  0.07
H (3.227, -3.167, 0.149)  0.09
H (-1.654, -1.820, -3.241)  0.09
H (-3.852, 3.253, -1.114)  0.13
H (3.269, -0.741, 1.431)  0.07
H (0.480, -2.246, -2.036)  0.10
H (0.901, -2.574, 0.967)  0.07
H (0.585, -2.299, 3.384)  0.06
H (2.444, 1.455, 0.346)  0.07
H (-0.444, 4.973, 0.951)  0.13
H (2.684, -2.097, 2.388)  0.08
H (1.637, -0.055, -2.205)  0.11
H (1.784, -0.579, 2.359)  0.05
H (-0.588, -3.509, -0.168)  0.07
H (-0.623, -0.395, -3.195)  0.07
H (-1.064, -2.276, 4.029)  0.09
H (-0.488, 1.459, -2.026)  0.06
H (1.008, 2.239, -2.546)  0.09
H (3.150, -1.821, -0.979)  0.07
H (-2.461, 5.267, -0.525)  0.11
H (3.093, 1.809, -1.256)  0.09
H (3.407, 0.248, -0.509)  0.06

# 6
This record from the Open Molecules 2025 dataset describes a structure of composition C17H27N4RuS2. The level of theory is ωB97M-V with the def2-TZVPD basis set.

Computed properties:
LUMO energy (alpha / beta) in eV: 2.95 / 2.94
ΔE to the lowest compared entry with this formula, charge and spin in kJ/mol: 132.58
<S²>: 6.08
Charge: -1
Spin multiplicity: 5

Last column: Löwdin charge in e.
Atoms and positions in Å:
Ru (-0.395, 0.438, 0.854)  1.08
S (1.123, -4.051, -0.670)  0.76
S (-0.888, -2.167, 0.337)  0.48
N (1.013, -0.132, -0.719)  -0.18
N (1.411, -1.460, -0.929)  -0.11
N (0.103, 2.549, -0.831)  0.05
N (-1.996, 1.107, 1.513)  -0.10
C (2.550, 0.897, 2.187)  -0.08
C (-0.415, 3.770, -0.896)  -0.21
C (-1.706, 3.241, 2.640)  -0.07
C (-2.680, 2.124, 2.231)  -0.75
C (2.670, -3.853, -1.574)  -0.45
C (-0.459, 1.577, -1.616)  -0.35
C (0.295, -0.208, 2.404)  -0.24
C (0.613, -2.361, -0.487)  -1.22
C (-3.306, 1.499, 3.487)  -0.07
C (-1.569, 1.878, -2.465)  -0.06
C (-1.472, 4.144, -1.704)  -0.12
C (1.777, -0.069, 4.369)  -0.08
C (-3.781, 2.706, 1.330)  -0.06
C (0.066, 0.264, -1.588)  -0.24
C (-2.063, 3.149, -2.507)  -0.12
C (2.347, -1.589, 2.466)  -0.06
C (1.743, -0.226, 2.843)  -0.67
H (1.737, -2.409, 2.849)  0.09
H (-3.333, 3.165, 0.448)  0.06
H (1.264, -0.900, 4.857)  0.08
H (2.504, -3.340, -2.519)  0.03
H (2.410, -1.691, 1.383)  0.06
H (-4.366, 3.461, 1.864)  0.07
H (-1.192, 3.619, 1.756)  0.05
H (2.490, 0.825, 1.100)  0.05
H (1.292, 0.861, 4.676)  0.08
H (-2.231, 4.068, 3.128)  0.07
H (2.810, -0.046, 4.724)  0.08
H (-0.358, -0.465, -2.275)  0.11
H (-2.528, 1.025, 4.089)  0.07
H (2.159, 1.873, 2.485)  0.07
H (3.051, -4.858, -1.760)  0.02
H (-4.450, 1.909, 1.000)  0.07
H (-1.829, 5.165, -1.705)  0.08
H (-0.954, 2.844, 3.325)  0.06
H (3.393, -3.286, -0.992)  0.02
H (-4.033, 0.737, 3.204)  0.07
H (-3.806, 2.258, 4.095)  0.07
H (3.601, 0.836, 2.484)  0.08
H (-2.015, 1.082, -3.047)  0.10
H (-2.908, 3.385, -3.144)  0.09
H (0.058, 4.508, -0.251)  0.10
H (-0.345, -0.770, 3.097)  0.05
H (3.352, -1.676, 2.889)  0.08